Formula: C4H5BrCoN
Source: OMol25
Level of theory: wB97M-V/def2-TZVPD

Computed properties:
- calculated total energy (eV) = -113384.8093
- HOMO-LUMO gap (spin up / spin down) (eV) = 8.324 / 5.389
- energy above the lowest of the compared OMol25 structures with the same formula, charge and spin (eV) = 0.022

Structure (ORCA input):
```
! RIJCOSX wB97M-V def2-TZVPD def2/J DEFGRID3
* xyz 0 5
Co -19.95 23.72 18.02
Br -18.53 24.61 19.87
N -14.92 25.83 15.83
C -14.56 26.99 16.47
C -15.44 27.26 17.52
C -16.42 26.31 17.46
C -16.08 25.45 16.43
H -14.42 25.38 15.08
H -13.74 27.49 15.98
H -15.40 28.19 18.07
H -17.28 26.28 18.11
H -16.55 24.58 16.00
*
```

Want to see where the charge sits? The Mulliken charges in e are: number 1, Co, carries 0.31; number 2, Br, carries -0.33; number 3, N, carries 0.00; number 4, C, carries -0.28; number 5, C, carries -0.71; number 6, C, carries 0.04; number 7, C, carries -0.54; number 8, H, carries 0.20; number 9, H, carries 0.37; number 10, H, carries 0.36; number 11, H, carries 0.24; number 12, H, carries 0.34

=====

Formula: C4H5BrIO2
Source: OMol25
Level of theory: wB97M-V/def2-TZVPD

Computed properties:
- calculated total energy (eV) = -86466.6010
- HOMO-LUMO gap (eV) = 7.456
- energy above the lowest of the compared OMol25 structures with the same formula, charge and spin (eV) = 1.510

Structure (ORCA input):
```
! RIJCOSX wB97M-V def2-TZVPD def2/J DEFGRID3
* xyz -1 1
C -0.86 0.93 -1.31
C 1.16 0.51 1.11
C -1.18 -0.51 -0.72
C 0.50 -0.85 0.65
O 0.08 0.87 -2.11
O -1.60 1.87 -1.04
Br -2.74 -0.64 0.40
I 1.80 -1.95 -0.64
H 0.41 1.09 1.77
H 2.05 0.40 1.80
H 1.39 1.03 0.21
H -1.34 -1.27 -1.60
H 0.34 -1.48 1.49
*
```

Want to see where the charge sits? The Mulliken charges in e are: number 1, C, carries 0.56; number 2, C, carries -1.02; number 3, C, carries -0.15; number 4, C, carries -0.59; number 5, O, carries -0.66; number 6, O, carries -0.69; number 7, Br, carries -0.19; number 8, I, carries -0.04; number 9, H, carries 0.26; number 10, H, carries 0.33; number 11, H, carries 0.38; number 12, H, carries 0.31; number 13, H, carries 0.49

=====

Formula: C4H5BrO
Source: OMol25
Level of theory: wB97M-V/def2-TZVPD

Computed properties:
- calculated total energy (eV) = -76312.1437
- HOMO-LUMO gap (spin up / spin down) (eV) = 8.695 / 7.449
- energy above the lowest of the compared OMol25 structures with the same formula, charge and spin (eV) = 1.650

Structure (ORCA input):
```
! RIJCOSX wB97M-V def2-TZVPD def2/J DEFGRID3
* xyz 0 3
C -0.07 0.41 0.57
C 1.68 -1.78 -1.27
C 1.12 -0.33 -0.43
C -1.23 0.78 0.06
O -2.22 1.41 0.73
Br 0.73 -3.26 -0.84
H 1.20 0.37 -1.27
H 2.03 -0.22 0.17
H -1.48 0.63 -0.98
H 0.24 0.53 1.59
H -1.99 1.46 1.67
*
```

Want to see where the charge sits? The Mulliken charges in e are: number 1, C, carries -0.23; number 2, C, carries -0.17; number 3, C, carries -0.76; number 4, C, carries 0.11; number 5, O, carries -0.48; number 6, Br, carries -0.02; number 7, H, carries 0.31; number 8, H, carries 0.33; number 9, H, carries 0.35; number 10, H, carries 0.26; number 11, H, carries 0.30

=====

Formula: C4H5BrOS
Source: OMol25
Level of theory: wB97M-V/def2-TZVPD

Computed properties:
- calculated total energy (eV) = -87151.8899
- SMILES = O=CSC/C=C/Br
- HOMO-LUMO gap (eV) = 9.712
- energy above the lowest of the compared OMol25 structures with the same formula, charge and spin (eV) = 0.391

Structure (ORCA input):
```
! RIJCOSX wB97M-V def2-TZVPD def2/J DEFGRID3
* xyz 0 1
C 1.30 -1.38 1.04
C -0.75 1.21 -0.44
C 0.60 0.60 -0.76
C -1.57 0.22 -0.09
O 1.37 -1.60 2.21
S 1.73 0.29 0.55
Br -3.08 0.20 0.95
H 0.97 -1.94 0.03
H -0.85 2.26 -0.72
H 0.33 -0.35 -1.22
H 1.14 1.31 -1.47
H -1.20 -0.81 -0.08
*
```

Want to see where the charge sits? The Mulliken charges in e are: number 1, C, carries 0.14; number 2, C, carries 0.24; number 3, C, carries -0.81; number 4, C, carries -0.48; number 5, O, carries -0.41; number 6, S, carries -0.02; number 7, Br, carries -0.10; number 8, H, carries 0.26; number 9, H, carries 0.37; number 10, H, carries 0.34; number 11, H, carries 0.34; number 12, H, carries 0.13

=====

Formula: C4H5BrOS
Source: OMol25
Level of theory: wB97M-V/def2-TZVPD

Computed properties:
- calculated total energy (eV) = -87151.2595
- HOMO-LUMO gap (eV) = 8.496
- energy above the lowest of the compared OMol25 structures with the same formula, charge and spin (eV) = 1.021

Structure (ORCA input):
```
! RIJCOSX wB97M-V def2-TZVPD def2/J DEFGRID3
* xyz 0 1
C 1.31 -0.77 0.41
C 2.23 0.10 0.10
C -0.08 -0.20 0.26
C 0.05 1.08 -0.57
O 1.75 2.56 0.89
S 1.76 1.80 -0.34
Br 4.60 -0.41 -0.04
H 1.47 -1.78 0.74
H -0.72 -0.93 -0.25
H -0.49 0.00 1.24
H -0.04 0.88 -1.63
H -0.68 1.84 -0.28
*
```

Want to see where the charge sits? The Mulliken charges in e are: number 1, C, carries -0.15; number 2, C, carries -0.08; number 3, C, carries -0.41; number 4, C, carries -0.71; number 5, O, carries -0.55; number 6, S, carries 0.41; number 7, Br, carries -0.23; number 8, H, carries 0.40; number 9, H, carries 0.31; number 10, H, carries 0.26; number 11, H, carries 0.38; number 12, H, carries 0.38

=====

Formula: C4H5BrSi
Source: OMol25
Level of theory: wB97M-V/def2-TZVPD

Computed properties:
- calculated total energy (eV) = -82142.1826
- HOMO-LUMO gap (spin up / spin down) (eV) = 6.390 / 8.033
- energy above the lowest of the compared OMol25 structures with the same formula, charge and spin (eV) = 3.606

Structure (ORCA input):
```
! RIJCOSX wB97M-V def2-TZVPD def2/J DEFGRID3
* xyz 0 3
C 1.90 0.35 0.73
C 0.88 0.05 -0.52
C 1.46 -0.88 0.46
C -0.52 0.44 -0.69
Si -1.96 0.15 0.44
Br -3.55 0.76 -0.97
H 2.09 1.03 1.44
H 1.28 -0.21 -1.53
H 1.60 -1.90 0.86
H -0.62 0.42 -1.84
H -2.56 -0.22 1.61
*
```

Want to see where the charge sits? The Mulliken charges in e are: number 1, C, carries -0.38; number 2, C, carries -0.18; number 3, C, carries -0.26; number 4, C, carries -0.30; number 5, Si, carries 0.16; number 6, Br, carries -0.24; number 7, H, carries 0.38; number 8, H, carries 0.22; number 9, H, carries 0.32; number 10, H, carries 0.32; number 11, H, carries -0.03

=====

Formula: C4H5CaO4
Source: OMol25
Level of theory: wB97M-V/def2-TZVPD

Computed properties:
- calculated total energy (eV) = -30823.2415
- HOMO-LUMO gap (eV) = 8.912

Structure (ORCA input):
```
! RIJCOSX wB97M-V def2-TZVPD def2/J DEFGRID3
* xyz 3 1
C 2.07 0.07 0.56
O 2.89 -0.79 0.15
H 2.43 0.85 1.25
H 3.47 -1.15 0.85
C 0.84 0.24 -0.14
C -0.16 0.89 0.57
H 1.03 0.52 -1.19
H -0.35 -0.41 -1.55
H 0.01 1.36 1.55
O -1.44 0.70 0.35
C -2.20 0.14 -0.95
O -1.49 -0.36 -1.86
O -3.25 -0.31 -0.54
Ca -3.86 -1.74 0.94
*
```

Want to see where the charge sits? The Mulliken charges in e are: number 1, C, carries -0.13; number 2, O, carries -0.26; number 3, H, carries 0.42; number 4, H, carries 0.44; number 5, C, carries -0.56; number 6, C, carries 0.27; number 7, H, carries 0.43; number 8, H, carries 0.53; number 9, H, carries 0.44; number 10, O, carries -0.26; number 11, C, carries 0.83; number 12, O, carries -0.34; number 13, O, carries -0.69; number 14, Ca, carries 1.89

=====

Formula: C4H5CeLiO3
Source: OMol25
Level of theory: wB97M-V/def2-TZVPD

Computed properties:
- calculated total energy (eV) = -23484.1910
- HOMO-LUMO gap (spin up / spin down) (eV) = 6.598 / 7.414
- energy above the lowest of the compared OMol25 structures with the same formula, charge and spin (eV) = 0.647

Structure (ORCA input):
```
! RIJCOSX wB97M-V def2-TZVPD def2/J DEFGRID3
* xyz 2 3
Ce 0.59 -2.74 0.97
O -0.13 -0.18 1.30
C -0.28 0.62 2.49
H 0.57 1.29 2.61
H -1.21 1.19 2.39
H -0.33 -0.10 3.31
C -0.15 -0.79 -2.74
C -0.15 -0.38 -1.47
O 0.80 -0.94 -0.62
C 0.14 0.43 0.15
O 0.19 1.62 -0.04
Li 0.37 1.91 -1.98
H -0.55 -0.11 -3.49
H 0.16 -1.83 -2.90
*
```

Want to see where the charge sits? The Mulliken charges in e are: number 1, Ce, carries 1.66; number 2, O, carries -0.33; number 3, C, carries -0.60; number 4, H, carries 0.34; number 5, H, carries 0.30; number 6, H, carries 0.26; number 7, C, carries -0.68; number 8, C, carries -0.52; number 9, O, carries -0.55; number 10, C, carries 1.46; number 11, O, carries -0.66; number 12, Li, carries 0.93; number 13, H, carries 0.23; number 14, H, carries 0.17